Model A:
The following is a DFT calculation (the ωB97M-V functional and the def2-TZVPD basis) of the ion CHO2S2 with charge -1.

spin multiplicity = 1
total charge = -1
SMILES string = [O-]SC(O)=S
lowest unoccupied orbital energy = 3.749 eV

Structure (XYZ):
```
6
CHO2S2 (the ωB97M-V functional and the def2-TZVPD basis)
O -0.834 -1.794 0.225
S -1.293 -0.352 0.582
C -0.084 0.687 0.030
O 1.037 0.029 -0.637
S 0.156 2.324 0.300
H 1.018 -0.894 -0.500
```

The Mulliken scheme yields these atomic charges, measured in e:
1 O -0.72
2 S 0.14
3 C 0.18
4 O -0.47
5 S -0.46
6 H 0.32

=====

Model B:
The following is a DFT calculation (the ωB97M-V functional and the def2-TZVPD basis) of a cluster of 2 separate species, CHO2S2 in total.

spin multiplicity = 1
total charge = -1
lowest unoccupied orbital energy (alpha / beta) = 3.525 / 3.525 eV

Structure (XYZ):
```
6
CHO2S2 (the ωB97M-V functional and the def2-TZVPD basis)
C 0.718 0.400 0.011
O -1.229 1.124 -0.105
O -0.629 -1.877 -0.044
S 1.839 1.513 0.069
S 0.724 -1.259 0.144
H -1.423 0.100 -0.074
```

The Mulliken scheme yields these atomic charges, measured in e:
1 C 0.24
2 O -0.75
3 O -0.65
4 S -0.37
5 S 0.20
6 H 0.33

=====

model A is preferred energetically. Next in line: 0.0843 hartree higher.

=====

Model A:
The following is a DFT calculation (the ωB97M-V functional and the def2-TZVPD basis) of an isolated molecule of Cl4H3NSi2.

spin multiplicity = 1
total charge = 0
SMILES string = [SiH3]N(Cl)[Si](Cl)(Cl)Cl
lowest unoccupied orbital energy = 0.066 eV

Structure (XYZ):
```
10
Cl4H3NSi2 (the ωB97M-V functional and the def2-TZVPD basis)
Si -1.569 0.070 0.344
N -0.094 -0.580 -0.375
Cl 0.081 -2.317 -0.248
Si 1.397 0.428 -0.281
Cl 2.288 -0.214 1.459
Cl 2.534 -0.163 -1.832
Cl 0.996 2.434 -0.254
H -2.633 -0.704 -0.594
H -1.502 1.455 0.111
H -1.498 -0.409 1.669
```

Atomic partial charges in e from the Mulliken method, atoms 1 to 8:
1 Si 0.34
2 N -0.05
3 Cl -0.08
4 Si 0.68
5 Cl -0.22
6 Cl -0.20
7 Cl -0.20
8 H -0.06

=====

Model B:
The following is a DFT calculation (the ωB97M-V functional and the def2-TZVPD basis) of a structure of composition Cl4H3NSi2.

spin multiplicity = 1
total charge = 0
lowest unoccupied orbital energy = -0.058 eV

Structure (XYZ):
```
10
Cl4H3NSi2 (the ωB97M-V functional and the def2-TZVPD basis)
N -0.015 -0.317 -0.336
Si -1.697 -0.147 0.277
Si 1.384 0.612 -0.245
Cl 0.055 -1.944 -1.058
Cl 2.277 -0.441 1.408
Cl 2.534 0.231 -1.937
Cl 1.042 2.520 0.195
H -2.558 -0.260 -0.885
H -1.469 1.068 1.226
H -1.554 -1.324 1.354
```

Atomic partial charges in e from the Mulliken method, atoms 1 to 8:
1 N 0.06
2 Si 0.23
3 Si 0.61
4 Cl -0.10
5 Cl -0.27
6 Cl -0.21
7 Cl -0.17
8 H -0.05

=====

model A is preferred energetically. Next in line: 0.0123 hartree higher.

=====

Model A:
The following is a DFT calculation (the ωB97M-V functional and the def2-TZVPD basis) of a structure of composition CH7NO.

spin multiplicity = 1
total charge = 0
lowest unoccupied orbital energy = -2.127 eV

Structure (XYZ):
```
10
CH7NO (the ωB97M-V functional and the def2-TZVPD basis)
O -0.635 -1.662 -0.797
H -1.631 -1.910 -0.909
C 0.558 1.129 0.967
N 0.408 0.710 -0.374
H -0.841 -0.089 1.952
H 1.055 1.603 1.656
H -0.938 0.218 2.670
H -0.188 -0.185 -0.437
H 1.378 0.467 -0.693
H 0.038 1.443 -1.048
```

Atomic partial charges in e from the Mulliken method, atoms 1 to 8:
1 O -0.99
2 H 0.21
3 C -0.50
4 N -0.26
5 H -0.22
6 H 0.47
7 H 0.21
8 H 0.29

=====

Model B:
The following is a DFT calculation (the ωB97M-V functional and the def2-TZVPD basis) of a cluster of 2 separate species, CH7NO in total.

spin multiplicity = 1
total charge = 0
SMILES string = CN.O
lowest unoccupied orbital energy = 0.835 eV

Structure (XYZ):
```
10
CH7NO (the ωB97M-V functional and the def2-TZVPD basis)
C -0.982 -1.027 0.155
N -0.218 0.187 0.486
H -0.311 -1.912 0.510
H -2.109 -0.909 0.827
H -1.159 -1.121 -0.908
H -0.563 1.131 0.535
H -0.126 0.012 1.492
O 2.026 1.521 -0.918
H 1.928 1.175 -2.025
H 1.516 0.942 -0.154
```

Atomic partial charges in e from the Mulliken method, atoms 1 to 8:
1 C -0.64
2 N -0.57
3 H 0.23
4 H 0.21
5 H 0.26
6 H 0.26
7 H 0.25
8 O -0.74

=====

Model C:
The following is a DFT calculation (the ωB97M-V functional and the def2-TZVPD basis) of a cluster of 2 separate species, CH7NO in total.

spin multiplicity = 1
total charge = 0
SMILES string = CN.O
lowest unoccupied orbital energy = 0.621 eV

Structure (XYZ):
```
10
CH7NO (the ωB97M-V functional and the def2-TZVPD basis)
C 1.140 0.683 -1.311
N 1.522 1.763 -0.368
H 0.687 0.094 -0.420
H 1.930 0.272 -1.941
H 0.327 1.152 -1.908
H 2.035 1.292 0.330
H 0.700 2.381 -0.132
O -2.368 -2.273 1.424
H -2.395 -1.786 2.242
H -1.834 -1.656 0.883
```

Atomic partial charges in e from the Mulliken method, atoms 1 to 8:
1 C -0.47
2 N -0.57
3 H 0.15
4 H 0.20
5 H 0.22
6 H 0.23
7 H 0.23
8 O -0.64

=====

model C is preferred energetically. Next in line: 0.0354 hartree higher.

=====

Model A:
The following is a DFT calculation (the ωB97M-V functional and the def2-TZVPD basis) of a cluster of 2 separate species, C4H12O in total.

spin multiplicity = 1
total charge = 0
SMILES string = CCO.CC
lowest unoccupied orbital energy = 0.944 eV

Structure (XYZ):
```
17
C4H12O (the ωB97M-V functional and the def2-TZVPD basis)
C -0.201 2.559 0.120
C -0.560 1.207 -0.548
O -1.105 1.215 -1.880
H -0.966 3.252 0.276
H 0.619 3.145 -0.387
H 0.315 2.461 1.089
H 0.345 0.644 -0.747
H -1.171 0.582 -0.078
H -1.302 2.069 -2.111
C 0.245 -1.525 0.228
C 0.755 -2.820 0.899
H -0.665 -1.414 0.498
H 0.776 -0.575 0.325
H 0.052 -1.730 -0.878
H 1.890 -2.823 0.929
H 0.559 -3.519 0.301
H 0.414 -2.728 1.965
```

Atomic partial charges in e from the Mulliken method, atoms 1 to 8:
1 C -1.20
2 C -0.08
3 O -0.54
4 H 0.41
5 H 0.34
6 H 0.34
7 H 0.10
8 H 0.34

=====

Model B:
The following is a DFT calculation (the ωB97M-V functional and the def2-TZVPD basis) of a cluster of 2 separate species, C4H12O in total.

spin multiplicity = 1
total charge = 0
SMILES string = CCO.CC
lowest unoccupied orbital energy = 0.970 eV

Structure (XYZ):
```
17
C4H12O (the ωB97M-V functional and the def2-TZVPD basis)
C 2.224 0.266 1.843
C 0.735 0.399 1.681
O 0.398 1.529 0.865
H 2.581 1.079 2.489
H 2.778 0.400 0.916
H 2.521 -0.660 2.321
H 0.295 -0.381 1.104
H 0.186 0.433 2.604
H 0.624 2.390 1.230
C -1.215 -0.032 -1.666
C -1.898 -1.315 -2.105
H -1.457 0.831 -2.284
H -1.438 0.206 -0.626
H -0.131 -0.132 -1.691
H -2.986 -1.245 -2.111
H -1.547 -1.597 -3.100
H -1.670 -2.169 -1.469
```

Atomic partial charges in e from the Mulliken method, atoms 1 to 8:
1 C -1.05
2 C -0.13
3 O -0.53
4 H 0.29
5 H 0.29
6 H 0.33
7 H 0.23
8 H 0.30

=====

model B is preferred energetically. Next in line: 0.0831 hartree higher.

=====

Model A:
The following is a DFT calculation (the ωB97M-V functional and the def2-TZVPD basis) of a cluster of 2 separate species, C4H12O in total.

spin multiplicity = 1
total charge = 0
SMILES string = CCO.CC
lowest unoccupied orbital energy = 0.949 eV

Structure (XYZ):
```
17
C4H12O (the ωB97M-V functional and the def2-TZVPD basis)
C 0.226 0.698 -0.887
C 1.365 1.301 -1.717
O 2.001 0.335 -2.529
H -0.651 0.510 -1.519
H -0.210 1.530 -0.312
H 0.439 -0.188 -0.306
H 1.058 2.210 -2.238
H 2.060 1.607 -0.923
H 1.321 -0.223 -2.855
C -2.078 -1.256 1.813
C -1.237 -0.966 3.068
H -1.412 -1.596 1.021
H -2.799 -2.021 2.083
H -2.544 -0.360 1.406
H -0.749 0.009 3.058
H -1.911 -1.014 3.926
H -0.439 -1.679 3.282
```

Atomic partial charges in e from the Mulliken method, atoms 1 to 8:
1 C -1.10
2 C -0.28
3 O -0.49
4 H 0.38
5 H 0.34
6 H 0.32
7 H 0.27
8 H 0.25

=====

Model B:
The following is a DFT calculation (the ωB97M-V functional and the def2-TZVPD basis) of a cluster of 2 separate species, C4H12O in total.

spin multiplicity = 1
total charge = 0
SMILES string = CCO.CC
lowest unoccupied orbital energy = 0.845 eV

Structure (XYZ):
```
17
C4H12O (the ωB97M-V functional and the def2-TZVPD basis)
C 0.690 0.520 -0.498
C 1.241 1.175 -1.755
O 0.595 2.386 -2.247
H 0.763 1.230 0.416
H 1.528 -0.081 -0.046
H -0.235 -0.165 -0.603
H 2.281 1.456 -1.946
H 0.844 0.313 -2.433
H -0.339 2.009 -2.319
C -0.906 -1.266 2.499
C -1.425 -2.538 1.769
H -1.499 -0.382 2.124
H -1.042 -1.368 3.582
H 0.042 -0.960 2.318
H -0.563 -3.269 1.572
H -2.232 -2.885 2.415
H -1.908 -2.335 0.809
```

Atomic partial charges in e from the Mulliken method, atoms 1 to 8:
1 C -0.83
2 C -0.49
3 O -0.51
4 H 0.32
5 H 0.36
6 H 0.24
7 H 0.37
8 H 0.23

=====

Model C:
The following is a DFT calculation (the ωB97M-V functional and the def2-TZVPD basis) of a cluster of 2 separate species, C4H12O in total.

spin multiplicity = 1
total charge = 0
SMILES string = CCO.CC
lowest unoccupied orbital energy = 1.002 eV

Structure (XYZ):
```
17
C4H12O (the ωB97M-V functional and the def2-TZVPD basis)
C -0.573 2.060 -1.087
C -0.189 0.677 -1.602
O -1.314 -0.147 -1.813
H 0.254 2.768 -1.050
H -1.091 1.987 -0.118
H -1.366 2.468 -1.734
H 0.293 0.783 -2.577
H 0.554 0.247 -0.923
H -1.624 -0.492 -0.960
C -0.127 -1.130 1.561
C 1.367 -1.420 1.396
H -0.400 -0.154 1.165
H -0.697 -1.892 1.020
H -0.400 -1.153 2.613
H 1.537 -2.288 0.754
H 1.962 -0.589 1.004
H 1.815 -1.724 2.349
```

Atomic partial charges in e from the Mulliken method, atoms 1 to 8:
1 C -0.95
2 C -0.04
3 O -0.53
4 H 0.32
5 H 0.26
6 H 0.30
7 H 0.32
8 H 0.01

=====

Model D:
The following is a DFT calculation (the ωB97M-V functional and the def2-TZVPD basis) of a cluster of 2 separate species, C4H12O in total.

spin multiplicity = 1
total charge = 0
SMILES string = CCO.CC
lowest unoccupied orbital energy = 0.926 eV

Structure (XYZ):
```
17
C4H12O (the ωB97M-V functional and the def2-TZVPD basis)
C 1.974 0.864 1.563
C 1.331 1.211 0.214
O -0.079 1.364 0.358
H 1.340 0.215 2.109
H 2.161 1.714 2.260
H 2.999 0.431 1.516
H 1.726 2.116 -0.042
H 1.641 0.307 -0.295
H -0.383 1.965 1.060
C -1.176 -1.761 -1.449
C -2.073 -0.809 -0.728
H -1.748 -2.325 -2.221
H -0.329 -1.273 -1.947
H -0.697 -2.571 -0.835
H -2.109 0.012 -1.419
H -2.992 -1.146 -0.256
H -1.587 -0.314 0.113
```

Atomic partial charges in e from the Mulliken method, atoms 1 to 8:
1 C -1.17
2 C -0.12
3 O -0.51
4 H 0.35
5 H 0.31
6 H 0.34
7 H 0.28
8 H 0.23

=====

model C is preferred energetically. Next in line: 0.0082 hartree higher.